Density functional theory data (ωB97M-V/def2-TZVPD) for a molecular structure, C41H35CdIN3O6P2S2 at a distorted geometry.

XYZ file:
```
91
Properties=species:S:1:pos:R:3:forces:R:3
Cd 1.249750 0.028875 -0.429822 0.4690 -1.3167 0.4476
N 2.363279 1.097725 1.687719 -0.8892 0.7048 1.0196
C 2.898095 0.023000 2.537455 -0.1360 0.0237 -0.3812
C 3.357424 -1.183106 1.703174 -0.0194 -0.2912 -1.3004
O 4.321297 -1.799824 2.155627 -0.4694 -0.1187 -0.2468
O 2.711251 -1.442387 0.587531 0.4830 0.7635 1.5234
H 3.116122 1.619190 1.260483 0.2360 -0.1600 -0.3055
H 1.934829 1.782097 2.333638 -0.0457 -0.3680 -0.6244
H 2.084350 -0.341364 3.182853 0.2342 0.1937 -0.0225
H 3.737036 0.396178 3.140461 -0.1941 -0.4350 0.0176
C -3.464347 -0.530371 0.556452 -0.1292 1.8506 0.2487
N -2.008499 -0.519781 0.441379 0.2681 0.7550 -0.4095
P -1.061776 0.958016 0.180369 -1.9611 -2.0925 0.1698
C -2.022420 2.067782 -0.906332 0.5118 0.1491 0.6320
C -3.082181 2.848500 -0.422987 0.8466 -0.1972 -0.5084
C -3.592348 3.837152 -1.251928 -1.0277 0.2092 0.8337
C -3.144401 3.997934 -2.546567 0.6095 -0.9438 -0.4591
C -2.091801 3.194177 -3.010759 -0.6196 1.3590 -0.4429
C -1.484633 2.319928 -2.164119 0.2417 -1.1041 0.1804
C -1.083897 1.899998 1.730320 0.9393 -0.1885 0.1726
C -1.036282 1.274228 2.993357 -1.0397 0.5936 -0.6098
C -0.988543 2.056470 4.139597 0.1065 -0.4310 0.6772
C -0.807012 3.441537 4.054421 -0.1152 -0.8267 0.4264
C -0.748142 4.017195 2.817157 0.2442 0.5311 -1.3002
C -0.850079 3.264280 1.630836 -0.2516 0.9229 0.5779
P -1.164305 -2.026572 -0.040679 1.7481 1.3115 0.0131
C -1.464961 -2.955873 1.504664 0.7810 -0.3315 0.1972
C -2.723320 -3.152335 2.021494 -1.5857 -0.3300 -0.1324
C -2.934215 -3.339094 3.387291 0.1347 -0.3386 0.6798
C -1.847244 -3.425836 4.285935 0.1372 0.2622 -1.0562
C -0.535602 -3.414887 3.719605 -0.9183 -0.6246 0.3552
C -0.377965 -3.254590 2.344539 0.6801 0.6213 -0.1478
C -2.344972 -2.804827 -1.199102 0.1289 -1.3819 0.4470
C -2.927511 -2.051943 -2.179323 -0.6130 0.7614 -1.2991
C -3.808735 -2.573174 -3.138426 -0.1166 -0.9095 0.3763
C -4.104277 -3.952763 -3.070026 -0.6100 0.7585 -0.7745
C -3.431499 -4.748831 -2.164842 0.1331 -1.0403 0.9132
C -2.580419 -4.198898 -1.210437 0.1775 0.9624 -0.2572
H -3.870612 0.066695 -0.299991 -0.2357 -0.5715 0.7296
H -3.790255 -0.064778 1.524271 0.0648 -0.2859 -0.7108
H -3.816716 -1.558286 0.537204 -0.1284 0.4046 -0.2223
H -3.365646 2.744835 0.618893 -0.3095 0.0416 -0.1948
H -4.384104 4.476893 -0.839922 0.3088 -0.1818 -0.3574
H -3.604197 4.699083 -3.215345 -0.0945 0.3794 -0.0761
H -1.661016 3.331479 -3.996486 -0.1873 0.1309 0.0133
H -0.578139 1.826213 -2.510440 -0.1584 -0.1132 0.2093
H -1.223814 0.210452 3.000521 0.1457 -0.2184 0.3298
H -1.120960 1.591232 5.132948 0.2953 0.1943 -0.6571
H -0.700092 4.033829 4.956173 -0.1544 -0.0074 -0.0692
H -0.636348 5.091831 2.719682 0.1137 -0.0283 0.0474
H -0.804361 3.811769 0.671910 -0.0372 -0.5089 0.5224
H -3.611150 -3.218622 1.340259 0.9185 0.2956 0.7702
H -3.979149 -3.435151 3.729186 0.6986 0.0307 0.0112
H -2.045704 -3.507379 5.365549 0.3194 -0.0389 -0.6048
H 0.356663 -3.619804 4.323704 -0.4692 0.2015 -0.1204
H 0.626916 -3.300900 1.884213 -0.5838 0.2647 0.3642
H -2.664118 -1.007364 -2.212750 -0.0842 0.3718 -0.1183
H -4.265011 -1.949993 -3.920720 0.2462 -0.2149 0.5545
H -4.902107 -4.405240 -3.698753 0.8599 0.4270 0.2504
H -3.592931 -5.845633 -2.139547 -0.0072 0.8200 -0.0999
H -2.052142 -4.796124 -0.484597 -0.0438 -0.2829 0.0316
O 1.273114 6.165278 -3.103539 -0.1294 -0.7143 1.0224
S 1.062820 5.266444 -1.979193 -0.8590 -0.4156 -0.4527
O -0.267363 5.259378 -1.351354 1.8069 0.2092 -0.4907
N 1.463138 3.687831 -2.390114 -0.4351 -0.1911 0.8678
C 2.322729 3.178736 -1.532380 -0.5771 -0.6040 -2.0845
S 2.891251 1.549184 -1.588256 0.1353 0.3496 -0.2487
C 2.987818 4.160186 -0.700942 1.5249 1.5498 1.6508
C 4.183859 4.046950 0.062299 -1.2206 -0.6345 -0.8148
C 4.664828 5.208287 0.624933 0.0080 0.5956 0.2936
C 4.019752 6.456412 0.513645 0.5435 -0.3440 0.5543
C 2.840140 6.566579 -0.201297 0.4175 0.0316 -0.1044
C 2.401000 5.418971 -0.809291 -0.5768 -0.5767 -0.2156
H 4.693405 3.068522 0.165774 -0.3619 0.7911 -0.1424
H 5.578866 5.162392 1.190101 0.2386 0.0210 0.1487
H 4.482925 7.301549 1.035670 -0.3317 -0.2124 -0.3617
H 2.323222 7.495619 -0.377960 -0.0092 0.1940 0.1578
I 5.313726 -7.684268 -3.612120 -0.4533 0.9461 0.2550
C 4.033622 -6.100175 -2.930734 -0.8528 0.7028 -0.0333
C 3.031230 -6.422759 -2.001726 0.4212 -1.4570 0.3151
C 2.136568 -5.475003 -1.546424 -0.2569 1.2813 -0.0854
C 2.150241 -4.119884 -2.012607 0.3005 -2.6257 0.2956
C 3.039303 -3.870427 -3.030988 0.7140 0.8164 -0.3443
C 4.006257 -4.791675 -3.444545 0.7135 -0.6675 -0.6792
C 1.223983 -3.092862 -1.466202 -2.2714 0.2773 1.5797
O 1.282923 -1.943083 -1.954025 0.1144 -0.0740 0.2504
O 0.369936 -3.493661 -0.541378 1.8838 -0.3722 -2.0567
H 2.967397 -7.473640 -1.602656 0.0511 1.2543 -0.4643
H 1.378689 -5.760092 -0.828058 0.0811 0.0883 0.0867
H 3.039219 -2.893558 -3.521896 0.0052 -0.2105 0.3575
H 4.728388 -4.454074 -4.211743 -0.4706 -0.4227 0.5097
```
Positions in Å, forces in eV/Å.

Summary:
Orbital gap ... 6.254 eV
Net charge ... -1
Lowest unoccupied orbital energy ... 1.5 eV